[1]
{"formula": "C41H30N7O4SiTl", "method": "ωB97M-V with the def2-TZVPD basis set", "multiplicity": 1, "lumo_ha": [0.13609, 0.15500], "gap_ev": [3.8, 6.4], "fmax_ha_per_bohr": 0.0096, "energy_ev": -74197.45832, "charge": -2, "elements": ["Tl", "C", "C", "C", "C", "N", "C", "N", "C", "N", "C", "N", "C", "C", "C", "C", "C", "N", "C", "C", "C", "C", "C", "C", "H", "H", "H", "H", "H", "H", "H", "H", "H", "H", "H", "H", "O", "C", "O", "C", "C", "N", "N", "C", "C", "O", "O", "H", "H", "H", "C", "C", "C", "C", "C", "C", "Si", "C", "C", "C", "C", "C", "C", "C", "C", "C", "C", "C", "C", "H", "H", "H", "H", "H", "H", "H", "H", "H", "H", "H", "H", "H", "H", "H"], "positions_angstrom": [[-0.97724, -1.19165, -2.10495], [-2.74991, 3.01596, -1.22041], [-3.99082, 2.77332, -0.43744], [-4.19967, 1.60200, 0.14339], [-3.26810, 0.45838, 0.00557], [-2.07202, 0.59160, -0.54590], [-1.68917, 1.89058, -1.01801], [-3.83127, -0.65322, 0.46941], [-3.34514, -1.89246, 0.36914], [-2.17277, -2.37666, -0.17221], [-2.10956, -3.72606, 0.09119], [-1.13622, -4.61323, -0.06376], [-0.00709, -4.44838, -0.78506], [1.09838, -5.27263, -0.44357], [2.26551, -5.18817, -1.15456], [2.35315, -4.30338, -2.23261], [1.23973, -3.54334, -2.51545], [0.09072, -3.60150, -1.83131], [-3.32394, -4.13476, 0.77923], [-3.75668, -5.36911, 1.25778], [-4.98056, -5.42972, 1.89787], [-5.76239, -4.26664, 2.06686], [-5.32889, -3.04063, 1.60313], [-4.09491, -2.97934, 0.94964], [-2.99538, 3.22995, -2.26651], [-4.71767, 3.57565, -0.34597], [-5.09451, 1.39075, 0.71494], [-1.11431, 1.77054, -1.94098], [0.98610, -5.93813, 0.40144], [3.11772, -5.79683, -0.87229], [3.26375, -4.16963, -2.79944], [1.27307, -2.80966, -3.31437], [-3.13228, -6.24436, 1.12310], [-5.34750, -6.37623, 2.27991], [-6.71824, -4.34154, 2.57491], [-5.91699, -2.14050, 1.73517], [4.67680, -1.79350, 1.39293], [3.60072, -1.66251, 2.13016], [3.62291, -1.76944, 3.34475], [2.32508, -1.41500, 1.41108], [1.09502, -1.46695, 2.03395], [0.16976, -1.31032, 1.08142], [0.70738, -1.14866, -0.12586], [2.02208, -1.17416, 0.04152], [2.93143, -1.00193, -1.16161], [4.16095, -1.26694, -0.96684], [2.41136, -0.65034, -2.22263], [4.44950, -1.64428, 0.37155], [0.84651, -1.64470, 3.06580], [-0.83959, -1.40279, 1.11318], [-2.27322, 4.69560, 1.73626], [-2.27226, 5.00544, 0.43910], [-1.76575, 4.03610, -0.58442], [-0.87903, 2.86460, -0.04181], [-1.13950, 2.55942, 1.39856], [-1.76482, 3.40523, 2.21730], [0.95216, 3.32512, -0.28641], [2.19986, 2.72836, 0.97274], [2.05040, 2.95302, 2.34660], [3.01087, 2.52138, 3.24853], [4.15622, 1.87665, 2.79636], [4.33642, 1.67254, 1.43699], [3.36508, 2.08700, 0.53654], [1.70215, 3.07610, -1.98810], [2.53697, 4.08869, -2.48168], [3.20732, 3.94435, -3.68634], [3.05979, 2.77430, -4.42350], [2.24905, 1.75768, -3.94614], [1.57265, 1.91079, -2.74311], [-2.66411, 5.40084, 2.46207], [-2.66159, 5.96375, 0.10886], [-1.24162, 4.57477, -1.37915], [-0.76447, 1.60676, 1.77161], [-1.91045, 3.14474, 3.25896], [1.16326, 3.45870, 2.71470], [2.85997, 2.67469, 4.31117], [4.88683, 1.50163, 3.50153], [5.20347, 1.13733, 1.07505], [3.50814, 1.87639, -0.51792], [2.66926, 5.00083, -1.90820], [3.85416, 4.73738, -4.04425], [3.59682, 2.64824, -5.35642], [2.16238, 0.82022, -4.47934], [0.99880, 1.07194, -2.37342]], "forces_ev_per_angstrom": [[-0.2, 0.0, -0.1], [0.1, 0.0, -0.1], [-0.1, 0.1, 0.0], [0.0, -0.1, 0.0], [0.1, 0.2, 0.0], [0.0, 0.0, 0.0], [0.0, 0.1, 0.0], [-0.1, 0.0, -0.2], [0.0, -0.3, 0.2], [0.0, -0.1, 0.0], [-0.1, -0.1, 0.0], [0.0, 0.1, 0.0], [0.0, 0.0, -0.1], [0.0, 0.0, 0.0], [0.0, -0.1, 0.1], [0.0, 0.1, -0.1], [0.0, -0.1, 0.1], [0.1, 0.0, 0.0], [0.0, 0.0, 0.0], [0.0, 0.0, 0.0], [0.0, 0.0, 0.0], [0.0, 0.0, 0.0], [0.0, 0.0, 0.0], [0.0, -0.1, 0.0], [0.0, 0.0, 0.0], [0.0, 0.0, 0.0], [0.0, 0.0, 0.0], [0.0, 0.0, 0.0], [0.0, 0.0, 0.0], [0.0, 0.0, 0.0], [0.0, 0.0, 0.0], [0.0, 0.0, 0.0], [0.0, 0.0, 0.0], [0.0, 0.0, 0.0], [0.0, 0.0, 0.0], [0.0, 0.0, 0.0], [0.0, -0.1, 0.0], [0.0, 0.0, 0.0], [0.0, 0.0, 0.0], [0.0, 0.1, 0.0], [0.0, -0.2, -0.1], [0.1, 0.1, 0.1], [0.2, 0.4, 0.0], [0.0, -0.3, 0.1], [0.1, -0.3, 0.0], [-0.2, 0.1, 0.0], [0.1, -0.2, 0.0], [0.1, 0.2, 0.0], [0.0, 0.0, 0.0], [-0.1, 0.0, 0.0], [0.0, 0.0, -0.1], [0.0, 0.0, 0.1], [0.0, -0.1, 0.0], [-0.1, 0.2, 0.0], [0.1, -0.1, 0.1], [0.0, 0.0, 0.0], [0.1, -0.1, 0.2], [0.0, -0.1, -0.1], [0.0, 0.0, 0.1], [0.0, 0.0, 0.0], [0.0, 0.0, 0.0], [-0.1, -0.1, 0.0], [0.0, 0.0, 0.0], [-0.1, 0.2, -0.1], [0.0, 0.0, -0.1], [0.0, 0.0, 0.0], [0.0, 0.0, 0.0], [0.0, 0.0, -0.1], [-0.1, 0.1, 0.1], [0.0, 0.0, 0.0], [0.0, 0.0, 0.0], [0.0, 0.0, 0.0], [-0.1, 0.1, -0.1], [0.0, 0.0, 0.0], [0.0, 0.0, 0.0], [0.0, 0.0, 0.0], [0.0, 0.0, 0.0], [0.0, 0.0, 0.0], [0.0, 0.0, 0.0], [0.0, 0.0, 0.0], [0.0, 0.0, 0.0], [0.0, 0.0, 0.0], [0.0, 0.0, 0.0], [0.0, 0.1, 0.0]]}

[2]
{"formula": "C10H8FNO", "method": "ωB97M-V with the def2-TZVPD basis set", "multiplicity": 1, "lumo_ha": 0.01919, "gap_ev": 9.5, "fmax_ha_per_bohr": 0.0907, "energy_ev": -16751.55688, "charge": 0, "smiles": "O=C(NC1=CC1)c1cccc(F)c1", "elements": ["O", "C", "N", "C", "C", "C", "C", "C", "C", "C", "C", "F", "C", "H", "H", "H", "H", "H", "H", "H", "H"], "positions_angstrom": [[-0.17757, -2.97717, 0.19394], [0.21026, -1.83849, 0.06156], [1.51064, -1.49495, -0.29370], [2.09341, -0.21654, -0.31495], [2.13851, 1.08786, -0.29089], [3.43723, 0.33542, -0.42864], [-0.83934, -0.77718, 0.14425], [-0.93685, 0.14381, -0.88122], [-1.73624, 1.25406, -0.73323], [-2.73954, 1.24035, 0.24294], [-2.71603, 0.19821, 1.17658], [-3.58680, 0.31547, 2.21603], [-1.68565, -0.69905, 1.23295], [2.11481, -2.28164, -0.10207], [1.59930, 1.96559, -0.45634], [4.01074, 0.37064, -1.48307], [4.20262, 0.41001, 0.28377], [-0.28253, 0.18423, -1.66617], [-1.65622, 2.06840, -1.37612], [-3.34293, 2.02484, 0.31184], [-1.61783, -1.31387, 2.16253]], "forces_ev_per_angstrom": [[1.2, -0.4, 0.3], [-1.5, 0.3, -0.5], [-0.2, 0.6, 0.5], [-0.3, -0.9, 0.7], [-0.1, -2.2, -0.3], [1.4, 1.1, -3.8], [0.8, 0.3, -0.3], [-0.5, 0.9, 1.8], [-1.8, -1.5, 1.2], [3.3, -3.2, -0.4], [-0.2, 2.1, 0.2], [0.3, -0.5, -0.3], [-0.6, -1.2, 1.2], [0.4, 0.1, -0.4], [-0.5, 1.2, 0.1], [-1.5, -0.3, 1.9], [0.6, -0.3, 1.7], [1.8, -0.4, -1.8], [0.0, 1.2, -1.2], [-2.8, 3.0, 0.6], [0.1, 0.3, -1.2]]}

[3]
{"formula": "C3H3N", "method": "ωB97M-V with the def2-TZVPD basis set", "multiplicity": 1, "lumo_ha": [-0.00734, -0.00731], "gap_ev": [7.7, 7.7], "fmax_ha_per_bohr": 0.0686, "energy_ev": -4644.69362, "charge": 0, "elements": ["C", "C", "C", "N", "H", "H", "H"], "positions_angstrom": [[-0.80092, 0.53389, -0.08768], [-1.62185, -0.53785, 0.21387], [0.59565, 0.24786, -0.10462], [1.59200, -0.37651, -0.13661], [-1.14644, 1.57506, -0.48729], [-1.11089, -1.43391, 0.56132], [2.49245, -0.00854, 0.04101]], "forces_ev_per_angstrom": [[0.2, 1.5, -0.7], [0.5, 1.0, -0.3], [-3.5, -0.1, 0.2], [0.7, -0.2, -0.5], [0.7, -2.1, 0.8], [0.4, -0.1, 0.1], [1.1, -0.1, 0.4]]}